112
Properties=species:S:1:pos:R:3:forces:R:3:lowdin_charge:R:1 method="wB97M-V/def2-TZVPD" charge=+1 orbital_gap_ha=0.3438 e_homo_ev=-12.24 de_lowest_ev=0.000 multiplicity=1 largest_force_ev_per_a=2.35 energy_ha=-3102.25167 lumo_energy_ev=-2.9
C -5.838 -1.888 -2.813 -0.1 0.8 -0.6 -0.531
H -2.932 1.759 2.564 -0.3 -0.1 0.0 0.083
C -1.638 -1.125 1.817 -0.1 -0.7 -0.3 -0.014
H -8.809 -5.670 -0.253 0.0 0.0 0.0 0.087
C 1.542 5.231 2.130 -0.3 -0.4 0.3 -0.207
H 2.417 4.740 2.558 0.1 0.2 0.0 0.127
H 3.642 -4.311 3.797 -0.2 0.1 0.0 0.038
H 5.384 -4.884 1.070 0.0 0.1 -0.2 0.046
H -0.319 6.116 2.748 0.0 -0.1 -0.1 0.088
O 1.476 0.691 3.005 -0.1 -0.2 -1.1 0.080
O -7.071 -3.846 -2.506 0.2 0.2 -0.2 0.043
H -1.980 2.817 0.672 0.1 -0.5 0.3 0.139
H -2.665 -0.777 1.676 0.2 0.4 0.3 0.081
H 2.966 -0.347 -2.026 -0.3 0.1 0.1 0.096
Si 3.307 -3.579 1.484 0.8 0.0 0.6 0.472
H 2.263 1.849 0.443 0.0 -0.3 -0.1 0.119
C -6.161 -3.092 -1.918 -0.3 -0.8 0.2 -0.400
H 0.184 4.716 3.715 0.0 0.0 -0.1 0.073
H 5.328 5.123 -0.593 -0.1 -0.1 0.0 0.116
H -3.165 -2.446 -0.070 0.1 -0.2 -0.2 0.098
F -5.080 -2.259 -3.861 0.1 -0.2 0.2 0.157
H 1.092 4.536 1.425 0.0 0.2 -0.2 0.102
H 0.141 0.725 -4.005 0.2 -0.1 0.0 0.190
H 0.413 -0.874 -3.927 0.3 -0.1 0.4 0.175
C 2.231 -2.765 -0.731 0.3 -0.7 -0.5 -0.272
O -3.780 3.140 -0.234 -0.2 -0.1 0.1 -0.052
C -7.455 -5.049 -1.805 -0.4 -0.6 0.3 -0.185
N 0.049 -0.088 -3.386 -1.0 0.8 -0.4 0.102
C -1.191 -1.801 0.499 -0.1 -0.3 0.5 -0.251
C -2.199 -2.916 0.163 -0.1 -0.3 0.3 -0.217
H -6.574 -5.552 -1.406 0.1 0.2 0.0 0.126
C 1.415 -0.195 0.219 0.1 0.4 0.3 -0.087
H 5.896 1.141 0.873 0.1 0.2 -0.1 0.114
H -4.333 2.696 2.044 -0.1 -0.2 -0.1 0.091
H -1.479 -2.170 -2.271 0.2 0.1 0.5 0.118
H -1.770 -0.862 -4.042 0.1 0.3 0.0 0.141
H -1.599 -4.014 1.996 0.0 -0.3 -0.4 0.075
C -1.416 -0.285 -3.179 -1.4 -1.0 -0.1 -0.072
C -2.638 1.048 -0.462 -0.2 0.4 1.5 -0.127
H 4.742 -4.124 -0.450 0.4 -0.2 0.1 0.027
H 0.239 -2.878 -1.367 0.0 0.2 0.0 0.119
C 3.872 2.244 -1.594 -0.4 -0.9 -0.1 -0.164
C 4.260 -1.977 1.872 -0.7 -0.4 -0.4 -0.146
C 5.436 1.848 0.189 0.2 -0.1 0.5 -0.061
C 0.953 1.528 2.037 -1.0 1.5 0.1 -0.458
O 2.381 2.560 -3.377 -0.3 -0.8 0.4 0.089
H -1.961 0.659 -3.214 0.5 0.1 0.2 0.129
H 0.972 6.286 3.925 0.1 -0.1 0.0 0.081
C -2.453 -3.911 1.320 -0.5 0.8 0.2 -0.082
H 1.889 -4.351 3.441 0.1 -0.1 0.0 0.030
O 0.251 2.464 2.350 0.5 -1.0 -0.1 0.103
O -5.632 -3.317 -0.868 0.3 0.4 0.0 0.161
C 1.043 -2.140 -1.466 0.0 -0.2 1.0 -0.066
H -2.818 -1.222 -1.799 0.1 0.4 0.0 0.103
H 0.747 0.140 3.323 0.1 0.2 0.4 0.112
H -8.041 -4.107 0.050 0.1 -0.1 0.0 0.078
H -3.405 0.289 -0.251 0.0 0.1 -0.4 0.125
H -1.680 -1.865 2.624 0.1 0.0 -0.2 0.086
C 0.584 -0.724 -0.960 -0.5 0.7 -1.7 -0.261
C -8.467 -4.748 -0.721 0.0 0.4 0.1 -0.055
C 5.101 4.062 -0.627 0.4 0.7 0.3 -0.053
H 3.137 -2.135 -0.763 -0.3 0.1 0.0 0.099
H 3.543 -1.166 2.048 0.3 0.0 0.1 0.018
H -3.266 -3.504 1.934 0.2 -0.2 0.0 0.079
C -2.902 2.251 0.491 -0.9 0.3 -1.2 -0.352
C 3.205 8.314 0.955 0.1 0.7 -0.4 -0.545
C -1.741 -1.158 -1.949 0.9 0.5 -0.5 -0.081
H -2.816 -4.868 0.939 0.3 0.0 0.1 0.076
C 4.496 -4.654 0.476 -1.1 0.3 -0.2 -0.162
H -7.893 -5.706 -2.553 0.1 0.2 -0.2 0.128
O 3.382 6.990 2.970 0.2 0.3 -0.1 0.176
C 2.832 1.767 -2.562 0.4 1.1 -0.5 -0.314
H 0.558 1.884 0.020 0.0 -0.2 0.1 0.113
H -1.882 -3.513 -0.701 0.0 0.3 0.0 0.105
H 4.901 -2.106 2.749 0.0 0.1 -0.2 0.040
O 1.919 -3.151 0.598 0.6 0.0 0.0 -0.216
H -2.760 1.442 -1.480 0.3 -0.4 0.0 0.114
H 3.980 -5.583 0.201 0.3 0.0 0.0 0.041
H 6.439 3.536 0.989 -0.1 0.2 -0.2 0.119
H -3.361 3.411 -1.058 0.0 0.1 0.1 0.083
C -3.669 1.878 1.759 1.3 0.0 0.3 -0.020
H 2.484 -0.365 0.084 -0.2 -0.4 -0.2 0.083
F -6.937 -1.320 -3.305 -0.1 -0.2 0.1 0.184
F -5.161 -0.929 -2.162 0.1 -0.3 0.2 0.147
O 1.935 6.385 1.361 0.2 0.2 -0.3 0.030
H 3.018 -5.612 2.808 -0.3 0.1 0.1 0.034
C 2.860 7.164 1.910 -0.3 -0.6 0.2 -0.401
H 2.510 -3.674 -1.290 -0.1 0.2 0.0 0.126
C 0.535 5.605 3.195 0.0 0.3 0.1 -0.052
H -9.327 -4.223 -1.138 0.0 -0.1 0.0 0.087
H 2.391 0.000 -3.635 0.2 0.2 0.2 0.138
C 0.813 0.248 -2.154 2.0 0.4 0.4 -0.178
C 1.311 1.315 0.562 0.0 -0.3 1.2 -0.044
C 2.322 0.327 -2.588 -0.1 -0.1 -0.1 -0.023
F 3.891 9.271 1.569 0.0 -0.2 0.2 0.179
C 2.886 -4.548 3.039 0.1 0.2 -0.4 -0.151
H 1.157 -0.797 1.093 0.0 0.2 -0.1 0.112
H -0.248 -2.305 0.756 -0.1 0.1 -0.4 0.115
C 4.520 1.387 -0.719 -0.1 -1.1 0.0 -0.059
H -0.953 -0.344 2.147 -0.4 0.2 -0.2 0.065
O -1.356 0.529 -0.140 0.5 0.5 -1.5 -0.098
H 4.331 0.316 -0.703 -0.1 0.1 -0.2 0.096
C 4.188 3.587 -1.529 -0.7 0.8 -0.8 -0.010
H 1.310 -2.142 -2.531 0.0 0.1 0.2 0.122
C -0.966 -0.729 -0.674 -0.1 -1.9 1.4 -0.318
H 0.547 1.285 -1.926 -0.5 -0.4 0.1 0.155
H 3.688 4.286 -2.192 0.0 -0.2 0.0 0.130
H -4.186 0.923 1.651 -0.3 0.3 0.0 0.075
C 5.723 3.198 0.246 0.5 -0.3 0.6 -0.049
H 4.879 -1.756 0.992 0.0 0.2 0.3 0.025
F 3.956 7.868 -0.069 0.0 -0.2 0.1 0.152
F 2.108 8.873 0.432 -0.1 -0.2 0.1 0.168

67
Properties=species:S:1:pos:R:3:forces:R:3:lowdin_charge:R:1 method="wB97M-V/def2-TZVPD" charge=-1 orbital_gap_ha=0.1370 e_homo_ev=-3.16 multiplicity=1 largest_force_ev_per_a=0.19 energy_ha=-2029.92435 lumo_energy_ev=0.6
C 1.098 4.232 4.304 0.0 0.0 -0.1 -0.081
C -1.244 3.325 4.506 0.2 0.0 -0.1 -0.279
H -0.867 -3.224 1.155 0.0 0.0 0.0 0.018
C 1.169 -3.645 -2.793 0.0 0.0 0.0 -0.050
C 1.988 -1.029 -2.361 0.0 0.0 0.0 -0.081
H -1.281 -2.008 -0.062 0.0 0.0 0.0 -0.006
C -1.789 -5.774 -0.177 0.0 -0.1 0.0 -0.257
H -5.458 -4.979 -1.472 0.0 0.1 0.1 -0.145
C 2.756 1.223 -3.271 0.1 -0.1 0.1 -0.078
C 0.225 2.525 2.621 0.0 0.1 0.0 -0.083
H -4.893 -2.990 1.517 0.0 0.0 -0.1 -0.156
O 2.419 3.412 2.530 0.0 0.0 0.0 0.104
C 1.915 5.857 5.873 0.0 0.0 0.0 -0.068
H -1.717 -2.851 -2.473 0.0 0.0 0.0 0.003
H -2.393 -2.345 1.272 0.0 0.0 0.0 -0.011
H 0.534 6.463 7.402 0.0 0.0 0.0 0.103
O 2.526 -1.212 -5.934 0.0 0.0 0.0 0.102
H -2.288 -6.542 -0.776 0.0 0.0 0.0 0.018
H -1.287 4.974 6.578 0.0 0.0 0.0 0.118
H -2.957 1.654 3.382 0.0 0.0 0.0 0.121
C 1.144 -3.108 -1.511 0.0 -0.1 0.1 -0.054
C 3.089 2.557 -3.061 0.0 0.0 0.0 -0.001
C 2.835 0.677 -4.551 0.0 -0.1 0.0 -0.080
H -0.729 -5.754 -0.455 0.0 0.0 0.0 0.000
C 1.624 -2.884 -3.857 0.0 0.0 0.0 0.005
C 3.581 2.795 -5.402 0.0 0.0 0.0 -0.064
C -1.830 0.885 1.711 -0.1 0.0 0.0 -0.037
H 0.809 -4.652 -2.960 0.0 0.0 0.0 0.111
C -0.615 0.927 1.037 0.1 0.0 0.0 -0.041
C 3.249 1.469 -5.616 0.0 0.0 0.0 -0.007
C 2.469 -0.753 -4.814 0.0 0.1 0.1 -0.277
H -6.939 -3.836 0.260 0.1 0.0 0.0 -0.163
H -1.862 -6.077 0.871 0.0 0.0 0.0 0.015
Sb -5.191 -3.995 0.031 -0.1 0.0 0.0 0.224
H 3.758 4.379 -3.962 0.0 0.0 0.0 0.105
C 3.500 3.340 -4.125 0.0 0.0 0.0 -0.062
C 1.346 3.384 3.093 -0.2 0.0 0.1 -0.278
H -2.619 0.231 1.364 0.0 0.0 0.0 0.110
H 2.711 6.499 6.229 0.0 0.0 0.0 0.103
C -0.127 4.209 4.967 -0.1 0.0 0.0 -0.082
H 0.764 -3.692 -0.683 0.0 0.0 0.0 0.097
C -2.023 1.669 2.837 0.0 0.0 0.0 0.005
H -0.459 0.308 0.163 0.0 0.0 0.0 0.094
C -0.326 5.014 6.083 0.0 0.0 0.0 -0.008
H 1.365 1.750 0.981 0.0 0.1 0.0 0.096
H -2.033 -4.545 -2.867 0.0 0.0 0.0 0.012
H 3.059 5.053 4.229 0.0 0.0 0.0 0.117
C 2.028 -1.569 -3.649 0.0 0.0 0.0 -0.083
C 0.691 5.836 6.534 0.0 0.0 0.0 -0.067
C -1.001 2.493 3.295 0.0 0.0 0.0 -0.088
H -3.376 -3.400 -2.727 0.0 0.0 0.0 -0.002
C 2.118 5.058 4.763 0.0 0.0 0.0 -0.009
C -2.407 -3.684 -2.304 0.0 0.1 -0.1 -0.262
H 1.529 -1.367 -0.307 0.0 0.0 0.0 0.119
C 2.326 0.395 -2.104 -0.1 0.0 -0.1 -0.265
H -5.180 -2.480 -0.996 0.0 -0.1 0.1 -0.142
O -2.298 3.299 5.104 0.0 0.0 0.0 0.103
H 3.902 3.411 -6.233 0.0 0.0 0.0 0.104
H 3.018 2.952 -2.057 0.0 0.0 0.0 0.122
H 1.646 -3.277 -4.864 0.0 0.0 0.0 0.120
H 3.298 1.021 -6.599 0.0 0.0 0.0 0.118
O 2.226 0.873 -0.995 0.1 0.1 0.0 0.095
H -5.183 -5.504 1.032 0.0 0.1 -0.1 -0.158
C -1.691 -2.805 0.568 0.0 0.2 0.1 -0.255
C 0.411 1.743 1.487 0.0 -0.1 0.1 0.005
Si -2.625 -4.100 -0.467 0.0 0.0 0.0 0.315
C 1.562 -1.809 -1.294 -0.1 0.0 0.0 0.001

18
Properties=species:S:1:pos:R:3:forces:R:3:mulliken_spin:R:1 method="wB97M-V/def2-TZVPD" charge=+1 orbital_gap_ha="0.3003 / 0.1332" e_homo_ev="-13.07 / -13.07" de_lowest_ev=2.671 multiplicity=2 largest_force_ev_per_a=7.23 energy_ha=-418.03975 lumo_energy_ev="-4.9 / -9.4"
N -0.342 1.722 -1.793 -0.9 -1.3 1.1 0.002
C -1.302 1.765 -0.807 0.5 1.3 1.7 0.000
H 1.884 -3.746 0.836 -0.4 0.4 0.4 0.000
O -1.141 2.130 0.385 0.4 -1.0 -3.0 0.001
H 0.331 2.403 -1.752 2.3 1.5 0.0 0.000
H 0.964 -3.521 2.313 0.4 1.1 1.0 0.006
C 1.392 -1.674 0.919 -2.0 1.2 3.4 -0.043
H 1.450 0.199 1.189 0.5 3.1 -0.4 -0.003
C 1.082 -3.143 1.316 -0.6 -1.3 -3.1 0.045
H -2.470 0.543 -2.025 0.5 -0.5 -0.3 0.000
C -2.585 1.403 -1.378 -2.7 -3.2 1.4 0.000
H 0.129 -3.604 0.826 1.4 1.5 0.3 -0.003
H 0.194 -0.462 2.158 -2.4 0.2 1.6 -0.003
O 2.198 -1.443 -0.026 -0.3 -0.6 0.1 0.878
H -3.274 0.943 -0.582 0.6 1.5 -1.1 0.000
H -0.468 1.191 -2.637 -0.3 0.4 0.0 0.000
H -3.040 2.073 -2.077 -0.3 1.1 0.3 0.000
N 0.959 -0.525 1.589 3.2 -5.5 -3.4 0.118

64
Properties=species:S:1:pos:R:3:forces:R:3:lowdin_charge:R:1 method="wB97M-V/def2-TZVPD" charge=-2 orbital_gap_ha=0.1939 e_homo_ev=-1.29 de_lowest_ev=0.000 multiplicity=1 largest_force_ev_per_a=0.18 energy_ha=-4659.06852 lumo_energy_ev=4.0
N 4.006 0.316 -1.040 0.0 0.0 0.0 -0.048
C -4.279 -1.011 -0.454 0.0 0.0 0.0 -0.200
C 4.127 -0.869 -0.519 0.0 0.0 0.0 -0.956
N -3.385 -0.529 4.145 0.0 0.0 0.1 0.000
H 2.097 3.513 4.310 0.0 0.0 0.0 0.027
Na 0.860 -0.077 0.567 -0.1 0.1 0.0 0.117
S 2.926 -2.056 -0.159 0.1 0.0 0.0 0.462
O 0.170 1.909 -0.528 -0.1 0.0 0.0 -0.144
C -1.661 -0.966 -3.862 0.0 0.0 0.0 -0.087
H -0.155 4.664 1.910 0.0 0.0 0.0 0.028
C 1.299 2.167 -2.620 0.0 0.0 0.0 -0.172
C -2.796 -0.937 -0.276 0.0 0.0 0.1 -0.219
N 2.697 0.718 -1.255 0.0 0.0 0.0 -0.011
N -2.242 -0.802 0.875 0.0 0.0 0.0 0.071
H 2.881 4.783 0.604 0.0 0.0 0.0 0.024
C -2.479 -0.517 3.089 0.0 0.1 0.0 -0.974
H -0.621 3.122 1.099 0.0 0.0 0.0 0.017
C -4.900 -2.203 -0.811 0.0 0.0 0.0 -0.043
C 2.562 1.554 -2.207 0.0 0.0 0.0 -0.153
C -7.053 -1.130 -0.813 0.0 0.0 0.0 -0.125
S -0.850 -0.194 3.442 0.0 0.0 0.0 0.482
H -2.079 -0.907 -4.861 0.0 0.0 0.0 0.094
H -6.743 -3.206 -1.260 0.0 0.0 0.0 0.089
H 6.039 -0.423 -0.102 0.0 0.0 0.0 0.052
C -1.008 2.869 -2.330 0.0 0.0 0.0 -0.038
H -3.067 -0.013 4.948 0.0 0.0 0.0 0.035
H 0.066 3.606 -5.471 0.0 0.0 0.0 0.068
C 0.086 3.242 -4.450 0.0 0.0 0.0 -0.159
C -1.042 3.324 -3.629 0.0 0.0 0.0 -0.146
H -1.886 2.931 -1.695 0.0 0.0 0.0 0.096
N 5.460 -1.237 -0.262 0.0 0.0 0.0 -0.011
H -4.587 1.049 0.011 0.0 0.0 0.0 0.117
H -4.291 -3.089 -0.949 0.0 0.0 0.0 0.118
H -0.559 3.204 2.881 0.0 0.0 0.0 0.025
H 1.240 -1.125 -2.149 0.0 0.0 0.0 0.046
O 1.939 1.366 2.094 0.1 -0.1 0.0 -0.527
C 2.581 3.760 0.369 0.0 0.0 0.0 -0.193
C -6.276 -2.266 -0.987 0.0 0.0 0.0 -0.106
H -7.040 0.960 -0.318 0.0 0.0 0.0 0.090
C 1.232 2.671 -3.919 0.0 0.0 0.0 -0.098
C -0.294 -1.027 -3.668 0.0 0.0 0.0 -0.066
C 0.158 2.278 -1.744 0.0 0.0 0.0 -0.417
C -0.121 3.574 1.955 0.0 0.0 0.0 -0.205
C -5.068 0.124 -0.279 0.0 0.0 0.0 -0.034
C -6.441 0.067 -0.459 0.0 0.0 0.0 -0.102
N -0.612 -1.065 -1.294 0.1 0.0 -0.2 0.134
H 3.450 1.825 -2.794 0.0 0.0 0.0 0.104
H 0.403 -1.014 -4.495 0.0 0.0 0.0 0.097
H 2.372 4.978 3.324 0.0 0.0 0.0 0.018
H -8.127 -1.175 -0.952 0.0 0.0 0.0 0.084
H 3.453 3.143 0.153 0.0 0.0 0.0 0.035
H 1.913 3.736 -0.488 0.0 0.0 0.0 0.019
H -1.962 3.753 -4.018 0.0 0.0 0.0 0.081
C -2.496 -0.957 -2.759 0.0 0.0 0.0 -0.028
H 5.506 -1.920 0.478 0.0 0.0 0.0 0.028
H 3.601 3.684 3.383 0.0 0.0 0.0 0.025
C 2.533 3.900 3.390 0.0 0.0 0.0 -0.234
H -3.569 -0.891 -2.880 0.0 0.0 0.0 0.100
H 2.123 2.588 -4.538 0.0 0.0 0.0 0.093
C 0.178 -1.077 -2.361 0.0 0.0 0.0 -0.137
As 1.703 2.973 1.893 0.0 0.0 0.0 0.960
C -1.936 -0.998 -1.479 0.0 0.1 0.0 -0.210
H -4.339 -0.375 3.855 0.0 0.0 0.0 0.060
N -3.083 -0.752 1.931 0.0 0.0 0.0 -0.048